Below is a structure of composition CHCoF4NO5S2, with properties calculated with ωB97M-V/def2-TZVPD.

Its expectation value of S² is 6.0276. As for the multiplicity: 5. The value obtained for the HOMO energy (spin up / spin down) is -15.61 / -15.70 eV. The calculation puts the total energy at -82928.6638 eV. Its net charge is +1.

Geometry (Å):
1 N -0.49231 0.71583 -1.19556
2 S -1.47125 -0.72673 -1.39722
3 O -2.78290 -0.16000 -1.78758
4 O -0.79200 -1.50948 -2.45978
5 S 0.63160 0.96695 -0.21957
6 O 0.06976 2.09015 0.99821
7 O 1.68908 1.89177 -0.62719
8 C 1.70198 -0.58112 0.06899
9 F 0.93657 -1.66346 0.26106
10 F 2.45147 -0.80137 -0.98388
11 F 2.45661 -0.35966 1.12005
12 F -1.32952 2.18825 0.89790
13 Co -1.33750 -1.72124 0.86287
14 O -0.64056 -0.54532 2.04380
15 H -1.09105 0.21542 2.41789



Below is a structure of composition CHCrLiO2, with properties calculated with ωB97M-V/def2-TZVPD.

Its expectation value of S² is 9.2454. As for the multiplicity: 6. The value obtained for the HOMO energy (spin up / spin down) is -11.76 / -15.11 eV. The calculation puts the total energy at -33762.6073 eV. Its net charge is +1.

Geometry (Å):
1 O 2.84317 -0.16434 0.46922
2 C -0.16865 0.25820 -0.00584
3 O -1.07110 -0.57200 -0.00570
4 Li -2.84814 -0.68580 0.14420
5 Cr 1.57716 -0.17897 -0.71071
6 H -0.33244 1.34290 0.10884